{
  "formula": "C44H88O11",
  "method": "ωB97M-V with the def2-TZVPD basis set",
  "symbols": ["C", "C", "C", "O", "C", "H", "H", "H", "H", "H", "H", "H", "H", "C", "C", "C", "O", "C", "H", "H", "H", "H", "H", "H", "H", "H", "C", "C", "C", "O", "C", "H", "H", "H", "H", "H", "H", "H", "H", "C", "C", "C", "O", "C", "H", "H", "H", "H", "H", "H", "H", "H", "C", "C", "C", "O", "C", "H", "H", "H", "H", "H", "H", "H", "H", "C", "C", "C", "O", "C", "H", "H", "H", "H", "H", "H", "H", "H", "C", "C", "C", "O", "C", "H", "H", "H", "H", "H", "H", "H", "H", "C", "C", "C", "O", "C", "H", "H", "H", "H", "H", "H", "H", "H", "C", "C", "C", "O", "C", "H", "H", "H", "H", "H", "H", "H", "H", "C", "C", "C", "O", "C", "H", "H", "H", "H", "H", "H", "H", "H", "C", "C", "C", "O", "C", "H", "H", "H", "H", "H", "H", "H", "H"],
  "coordinates": [[-0.77196, 0.68284, 3.83750], [0.51678, 0.09962, 3.10135], [1.14879, -0.73220, 4.16345], [0.09729, -1.01176, 5.10556], [-0.60498, 0.19834, 5.26193], [-1.69109, 0.29389, 3.39930], [-0.80364, 1.76937, 3.91841], [1.19023, 0.87159, 2.72904], [0.17244, -0.47875, 2.24403], [2.02924, -0.41406, 4.72175], [1.43010, -1.65086, 3.64865], [-0.06090, 0.88573, 5.90966], [-1.61103, 0.24858, 5.67840], [-3.46275, 2.43644, 2.25811], [-2.73081, 1.31056, 1.46868], [-1.45737, 2.09250, 1.07956], [-1.23814, 3.01565, 2.18634], [-2.48204, 3.47791, 2.71990], [-4.03177, 1.96526, 3.05954], [-4.15136, 2.87659, 1.53685], [-3.32441, 0.93638, 0.63457], [-2.51658, 0.42853, 2.07218], [-1.50566, 2.61525, 0.12431], [-0.58115, 1.46587, 0.91319], [-2.88953, 4.44449, 2.42363], [-2.44189, 3.52407, 3.80819], [2.22393, 3.29929, -2.70618], [1.67611, 4.53015, -3.44295], [0.16713, 4.45893, -3.05374], [0.10871, 3.50678, -1.90189], [1.37934, 3.12222, -1.44029], [3.29941, 3.26092, -2.53307], [2.03828, 2.48433, -3.40583], [1.74674, 4.37219, -4.51913], [2.05058, 5.51095, -3.14984], [-0.53400, 4.11083, -3.81227], [-0.15820, 5.45601, -2.75691], [1.45574, 2.14623, -0.96103], [1.65248, 3.93939, -0.77264], [5.12016, 1.98568, -0.23020], [4.26839, 2.57910, 0.91626], [2.87148, 2.33846, 0.27827], [3.00561, 2.11993, -1.17310], [4.31159, 2.34824, -1.45061], [5.06683, 0.89981, -0.15181], [6.14353, 2.34521, -0.33779], [4.47934, 3.64056, 1.04626], [4.34537, 1.87317, 1.74322], [2.33878, 3.26787, 0.47956], [2.38147, 1.52582, 0.81457], [4.45245, 3.40137, -1.69390], [4.57952, 1.81774, -2.36433], [4.33522, -2.17374, 2.19228], [4.17796, -1.00083, 1.24265], [3.25971, -0.18937, 2.12778], [3.41389, -0.46266, 3.53970], [4.16782, -1.58834, 3.60726], [5.24562, -2.77055, 2.13670], [3.47325, -2.83137, 2.07985], [3.76393, -1.42929, 0.32991], [5.07392, -0.42443, 1.01213], [2.23578, -0.44237, 1.85276], [3.49138, 0.83989, 1.85380], [3.79920, -2.38148, 4.25775], [5.13617, -1.26799, 3.99168], [0.38751, 0.58845, -1.01526], [-1.11486, 0.36276, -0.76802], [-1.31448, -0.37570, 0.48846], [-0.05330, -0.30041, 1.15533], [0.94263, -0.17555, 0.20100], [0.70030, 1.63141, -1.06522], [0.62744, 0.04897, -1.93150], [-1.68082, -0.10275, -1.57493], [-1.64121, 1.31293, -0.67732], [-1.52939, -1.41549, 0.24201], [-2.19709, -0.05368, 1.04110], [1.28924, -1.13993, -0.17044], [1.85176, 0.25932, 0.61629], [-5.72722, -0.44082, 1.02046], [-5.31406, -0.60863, 2.51068], [-3.84055, -1.11735, 2.47724], [-3.39517, -0.63961, 1.17554], [-4.47743, -0.80397, 0.21293], [-5.99253, 0.58757, 0.77526], [-6.59293, -1.05214, 0.76563], [-5.96367, -1.30864, 3.03610], [-5.31832, 0.34856, 3.03210], [-3.62454, -2.18391, 2.41497], [-3.27465, -0.68906, 3.30454], [-4.46180, -1.79279, -0.24542], [-4.21674, -0.02102, -0.49921], [0.33621, -3.58396, 1.73984], [-1.10198, -2.91075, 1.62318], [-1.48389, -2.54452, 2.98822], [-0.21784, -2.41475, 3.67878], [0.73050, -3.35008, 3.14324], [0.94698, -3.19139, 0.92685], [0.05159, -4.60260, 1.47627], [-1.72439, -3.60414, 1.05755], [-1.08358, -2.01621, 1.00065], [-2.01613, -3.32842, 3.52704], [-1.90064, -1.54209, 3.08598], [0.70356, -4.33668, 3.60584], [1.76754, -3.01445, 3.14593], [-1.12041, -1.57704, -4.30884], [-0.38776, -0.40521, -3.63539], [-1.36456, 0.86765, -3.87176], [-2.61646, 0.29146, -4.28523], [-2.32114, -0.87768, -5.11994], [-1.64454, -2.22532, -3.60661], [-0.48606, -2.05078, -5.05803], [0.58799, -0.11380, -4.02410], [-0.21108, -0.55768, -2.57066], [-1.03775, 1.62142, -4.58810], [-1.54807, 1.42357, -2.95232], [-2.04995, -0.50819, -6.10889], [-3.16954, -1.54465, -5.27316], [-1.98437, -3.00153, -1.98989], [-2.95276, -2.23430, -2.87523], [-4.30194, -2.43660, -2.25372], [-4.08051, -3.12181, -0.97956], [-2.68647, -3.04351, -0.64126], [-1.01971, -2.50527, -1.88380], [-1.82886, -4.03373, -2.30372], [-2.86006, -2.54636, -3.91548], [-2.86770, -1.15238, -2.77368], [-4.87746, -3.18495, -2.79856], [-4.95496, -1.56970, -2.15299], [-2.38907, -3.83764, 0.04358], [-2.59429, -2.07584, -0.14810], [2.47799, -0.55111, -3.99360], [2.35230, 0.46459, -2.91400], [2.87472, -0.23580, -1.67976], [4.02287, -0.78198, -2.21600], [3.76429, -1.26278, -3.60605], [2.46228, -0.10110, -4.98625], [1.64365, -1.23704, -3.84706], [1.30369, 0.72168, -2.76429], [3.02878, 1.30812, -3.05165], [2.26759, -1.07049, -1.32937], [2.88010, 0.48455, -0.86173], [3.74762, -2.35202, -3.56883], [4.59308, -1.03570, -4.27660]],
  "forces_ev_per_a": [[1.9042, 0.7056, 0.3203], [0.1353, 2.4322, 5.8404], [0.1408, -0.2258, 1.7817], [-0.2233, 1.7474, 3.1070], [0.2798, 0.2760, -0.7845], [0.3769, 0.2797, 0.4749], [-0.1846, -0.0953, -0.6731], [-0.3282, 0.4773, 0.1376], [1.4112, -0.6242, 5.0940], [-1.0087, 0.6348, 0.2911], [0.5060, 1.3102, 1.3786], [0.4772, 0.4702, -0.1452], [-0.1828, -1.4444, 0.5819], [-1.3661, -1.3127, -0.6855], [0.5840, 6.0079, 1.2721], [-0.1149, 1.4424, 1.4745], [0.2139, 0.9208, -0.7694], [0.0508, -1.1665, 0.0238], [-0.1403, 0.3357, 0.1317], [-0.3576, 0.0936, 0.2064], [0.4881, 2.3499, 0.1365], [0.1666, 3.2784, 1.2291], [-0.6044, 0.9448, 0.3512], [-0.1969, 1.1466, 1.3216], [0.8442, 0.4208, -0.5681], [0.4791, -0.1664, 0.1067], [-0.8292, 1.5210, -2.2818], [-1.3230, -0.6523, 0.0562], [0.8514, -0.7311, 1.4046], [-2.3420, 0.5058, -1.0783], [-1.1608, 5.7640, -3.3261], [-1.5936, 1.6767, -1.5984], [-0.4470, 0.6293, 0.2800], [0.3164, 0.3929, -0.0307], [0.3452, -0.1787, -0.0149], [0.2358, -0.2600, -0.0537], [-0.2413, -0.1255, 0.4042], [-0.0294, 3.8879, -0.6423], [0.1251, -0.0270, 0.1029], [0.0469, -0.0213, -0.2727], [0.1170, -1.2245, -2.1935], [1.5997, 1.6464, 2.0600], [4.2811, -0.9098, 6.2106], [3.3295, -0.0571, -0.0031], [0.4957, 0.1669, -0.0919], [0.0503, -0.1692, 0.3216], [-0.0435, -0.2619, 0.5532], [0.7252, 1.5974, 0.5063], [-0.1113, -0.6832, 0.0503], [0.0603, 0.8258, -0.7231], [0.5504, 0.4152, 0.4004], [0.3313, -0.2742, 0.1858], [0.2891, -0.5761, 1.0587], [0.4998, -1.1735, 1.0567], [-0.8126, 0.3892, -0.5600], [0.8361, 1.6751, -2.9612], [2.6298, -1.5880, -0.0010], [-0.0228, 0.0075, -0.2160], [0.0837, -0.2191, -0.4844], [-0.1663, 0.6813, -0.0856], [0.2330, -0.6104, 0.2067], [0.7757, -0.0611, 0.9051], [-0.9567, -0.8098, 1.3031], [-0.4867, 0.2458, 0.3857], [0.4737, -0.3988, 0.2338], [-2.6297, -2.6898, 1.8193], [-1.2418, 1.4949, -1.5010], [2.6116, -0.6904, -2.5585], [-3.1686, -0.5628, -9.5948], [0.8487, -0.1935, -1.5098], [-3.4208, -3.1234, -0.2312], [0.0539, 0.6166, 2.5237], [0.4057, -0.3440, -0.1112], [0.2261, -0.3969, -0.8614], [0.3953, 2.1788, -1.1244], [4.3017, -1.3492, -1.5193], [-0.6198, -0.4920, 0.6519], [-1.4716, -0.4605, -0.3595], [-0.0277, 0.0515, 0.0663], [0.3664, -0.6406, -0.2581], [-1.9474, 0.2450, -1.5731], [-7.1143, -7.5278, 1.0391], [0.1126, 0.9746, 1.3529], [-0.1126, 0.0754, 0.3199], [0.0962, -0.1173, -0.0214], [-0.0263, 0.1007, 0.0497], [-0.1632, -0.1399, -0.0202], [-0.9737, -0.1204, 0.6154], [-0.1870, 0.1902, -0.3384], [-0.4639, 0.7836, 0.8790], [-0.2906, -0.0149, -0.5176], [-2.7660, 0.1059, -2.2942], [1.5006, -1.2901, -1.1834], [2.0366, -0.2191, 1.8980], [-0.4296, -4.3389, -2.4654], [-0.8358, -1.1090, -0.3338], [0.4305, 0.0603, 0.2406], [0.9626, -0.4182, 0.2583], [0.7093, 0.2967, 2.1664], [1.0766, -2.4193, 1.8967], [-0.7294, 0.1329, -0.0007], [0.4091, -0.9372, 0.1520], [-0.0596, 0.0961, 0.8119], [-0.2593, 0.0534, 0.5786], [0.4622, 1.9108, -2.6521], [-1.6881, 1.5507, -1.4857], [-0.2178, -1.6155, 0.6832], [-0.1268, -0.5311, -0.7116], [1.8643, 1.1412, 1.0922], [3.7479, 0.7195, -1.9640], [0.1366, -0.4661, 0.1995], [-1.5714, -0.4135, -0.5783], [-1.1610, -0.9045, -1.3165], [0.4363, -0.3566, -0.4321], [-0.0535, -0.0737, -0.0208], [0.3990, -0.0778, -0.0966], [-0.2691, 0.4782, 0.2905], [0.0681, -0.5464, 1.6573], [-2.8403, -0.0009, 1.9716], [-1.0058, -2.9661, 0.2227], [-0.0207, -1.2290, -0.8696], [-1.4800, 0.4798, -1.6534], [0.1246, -0.1017, -0.0419], [0.0648, 0.0712, -0.3939], [-1.9259, -0.3597, 0.9439], [0.8159, -0.2128, -0.4869], [-0.2063, 0.1310, -0.2999], [0.3789, 0.2470, 0.2060], [-1.1347, -0.1539, -1.5556], [-0.2000, -0.8946, -0.1857], [0.6947, -1.1744, 0.1482], [-0.0610, -0.0368, 0.1945], [-1.3729, -1.4842, -1.5671], [2.9790, -0.9838, -0.8027], [0.4455, 0.4292, 1.1812], [0.0367, -0.3127, -0.1331], [0.5762, -0.3349, -0.5531], [1.8198, 1.3627, -1.2820], [-0.4896, -0.9876, -0.4867], [-0.1148, -0.1734, -0.7398], [1.4287, -1.6484, -0.5891], [-0.4913, -0.0592, 0.0412], [0.2802, 0.4621, 0.4211]],
  "lowdin_charge": [-0.091, -0.097, -0.197, -0.136, -0.207, 0.066, 0.106, 0.123, -0.069, 0.128, 0.074, 0.111, 0.113, -0.109, -0.179, -0.128, -0.132, -0.197, 0.100, 0.114, 0.117, 0.068, 0.122, 0.112, 0.111, 0.113, -0.145, -0.115, -0.116, -0.119, -0.266, 0.077, 0.109, 0.104, 0.104, 0.102, 0.105, 0.057, 0.143, -0.101, -0.074, -0.119, -0.390, -0.256, 0.086, 0.126, 0.128, 0.090, 0.130, 0.091, 0.139, 0.148, -0.132, -0.115, -0.205, -0.144, -0.243, 0.119, 0.096, 0.112, 0.108, 0.080, 0.065, 0.126, 0.121, -0.106, -0.119, -0.217, -0.132, -0.166, 0.045, 0.041, 0.103, 0.091, 0.061, -0.006, 0.118, 0.060, -0.103, -0.092, -0.113, -0.395, -0.120, 0.108, 0.109, 0.110, 0.092, 0.126, 0.115, 0.061, 0.136, -0.096, -0.150, -0.136, -0.193, -0.182, 0.101, 0.107, 0.067, 0.041, 0.143, 0.079, 0.131, 0.090, -0.136, -0.146, -0.119, -0.171, -0.135, -0.010, 0.120, 0.054, 0.058, 0.114, 0.102, 0.115, 0.113, -0.092, -0.234, -0.124, -0.165, -0.171, 0.122, 0.141, 0.100, 0.113, 0.127, 0.124, 0.107, 0.078, -0.149, -0.207, -0.241, -0.112, -0.097, 0.137, 0.098, 0.071, 0.099, 0.112, 0.100, 0.116, 0.115],
  "gap_ev": 7.381,
  "e_above_lowest_ev": 34.336,
  "homo_energy_ev": -6.87,
  "max_force_ev_per_a": 10.41,
  "energy_ev": -69538.09654
}